ORCA calculation (ωB97M-V with the def2-TZVPD basis set) on C29H22N2PPtS2 as an isolated structure.

XYZ file:
```
57
Properties=species:S:1:pos:R:3:forces:R:3
Pt 1.32850 -0.20234 -0.73930 0.04 -0.03 -0.13
S 3.65207 0.07518 -0.83853 -0.19 -1.19 -0.55
C 3.94441 1.48140 0.04002 0.62 0.17 0.01
C 5.23452 1.71116 0.50190 1.33 0.52 0.30
C 5.50472 2.85975 1.18235 2.32 -0.88 0.48
C 6.85247 3.16952 1.68604 -0.92 -0.03 -1.10
N 7.90779 3.55972 1.97018 -0.41 -0.52 0.11
C 4.46965 3.80929 1.44625 -0.13 2.06 0.98
C 3.19714 3.76333 0.89898 -0.55 -1.84 -0.47
C 2.92326 2.54613 0.19390 -0.76 0.73 0.58
S 1.38188 2.11366 -0.40503 -0.70 0.89 0.19
C 4.97856 4.92238 2.12830 -0.94 2.11 -0.01
N 5.33094 5.96389 2.51376 -0.06 -0.70 0.23
H 6.16009 1.15219 0.33215 -0.91 -0.73 -0.28
H 2.42039 4.53530 1.13573 0.88 -0.93 -0.47
C -0.55369 -0.58754 -3.69884 -0.17 -0.53 -0.78
C -1.85269 -0.11941 -3.09798 -0.62 -0.42 0.34
C -2.91911 0.15320 -4.00085 0.11 0.10 2.19
C -4.18804 0.51154 -3.49306 0.20 0.03 -1.28
C -4.37503 0.60200 -2.14501 0.85 -0.29 0.61
C -3.34921 0.30460 -1.24934 0.17 -0.35 -0.10
C -2.05892 -0.07892 -1.65849 -1.49 0.26 -1.15
P -0.87333 -0.58826 -0.35204 1.75 0.93 -0.09
C -1.32776 0.31715 1.20652 -0.44 -1.16 -2.16
C -1.65372 1.65190 1.04388 -0.02 1.64 0.86
C -1.95390 2.41034 2.16838 -0.70 0.66 0.33
C -2.18737 1.78103 3.41402 -0.14 0.93 -1.66
C -1.93342 0.44921 3.46972 0.29 -1.77 2.02
C -1.36802 -0.30673 2.43572 0.07 1.33 0.73
C -0.69182 -1.58157 2.76024 -0.82 -1.83 -1.06
C -0.97307 -2.38363 -0.14534 2.15 0.76 -1.04
C -2.05906 -3.03345 0.35152 -1.94 -0.65 -1.04
C -2.05218 -4.43555 0.32859 -0.93 0.96 0.20
C -0.93543 -5.06552 -0.20156 -0.73 -2.33 1.13
C 0.16129 -4.43794 -0.68652 0.29 2.61 0.20
C 0.21739 -3.01537 -0.63965 -2.33 -1.29 0.28
C 1.33580 -2.24914 -1.19156 2.33 -0.17 -0.19
H -0.46831 -0.38675 -4.77709 -0.31 0.52 0.27
H -0.48718 -1.70096 -3.72798 0.20 0.67 0.80
H 0.26939 -0.08939 -3.19878 0.40 -0.44 0.14
H -2.68080 0.04498 -5.03881 -0.23 0.10 -0.46
H -5.08595 0.73402 -4.09782 0.89 -0.23 -0.12
H -5.33311 0.86195 -1.77026 -0.70 0.22 0.36
H -3.61406 0.31323 -0.19923 0.22 0.11 0.09
H -1.61008 2.23866 0.11765 0.17 -0.86 0.11
H -2.08611 3.50336 2.04092 0.02 -0.82 0.20
H -2.60859 2.30601 4.25712 0.16 0.15 0.07
H -2.08902 -0.07921 4.44740 0.23 0.50 -0.89
H -0.34136 -1.64907 3.76601 0.54 0.54 0.69
H 0.12606 -1.79686 2.03309 -0.62 -0.01 0.76
H -1.45659 -2.40211 2.73926 0.78 0.33 -0.35
H -2.99116 -2.40954 0.45940 0.92 -0.96 0.55
H -2.96230 -4.97211 0.64106 0.74 0.07 -0.10
H -0.87107 -6.16391 -0.12380 -0.34 0.46 -0.32
H 0.97561 -4.98461 -1.09490 0.62 -0.39 -0.21
H 1.31573 -2.34147 -2.31850 0.18 -0.01 1.01
H 2.30383 -2.78476 -0.81978 -1.39 0.98 -0.81
```
Positions in Å, forces in eV/Å.

Properties
Spin multiplicity   3
Molecular weight   688.70 g/mol
Total charge   -1
Orbital gap (alpha / beta)   3.93 / 5.63 eV
E_tot   -2484.8587 a.u.
LUMO energy (alpha / beta)   0.0830 / 0.0336 Eh
HOMO (alpha / beta)   -1.7 / -4.7 eV
Expectation value of S²   2.043
Relative energy (zero: lowest compared OMol25 entry of this formula, charge and spin)   0.000 eV